Record 1
{
  "formula": "C23H30BIN3O9P2",
  "method": "wB97M-V/def2-TZVPD",
  "e_lumo_ev": 0.16,
  "spin_multiplicity": 1,
  "e_homo_ev": -4.905,
  "homo_lumo_gap_ev": 5.06,
  "total_charge": -1,
  "total_energy_ha": -2741.18503,
  "symbols": ["N", "C", "N", "N", "C", "B", "C", "C", "C", "I", "P", "P", "O", "O", "O", "H", "H", "H", "H", "H", "H", "H", "H", "H", "H", "H", "H", "H", "H", "H", "H", "H", "H", "C", "C", "C", "O", "C", "C", "C", "O", "H", "H", "H", "H", "C", "C", "C", "O", "C", "C", "C", "O", "H", "H", "H", "H", "C", "C", "C", "O", "C", "C", "C", "O", "H", "H", "H", "H"],
  "xyz": [[4.580, -1.691, 0.993], [4.593, -0.271, 1.289], [5.110, 0.426, 0.107], [5.547, -0.103, 2.404], [3.229, 0.252, 1.739], [2.101, 0.279, 0.514], [1.641, 1.809, 0.074], [0.228, 2.252, 0.427], [0.031, 2.315, 1.938], [-1.006, 4.066, 2.595], [0.593, -0.855, 1.077], [0.152, -2.374, -0.376], [1.124, -2.627, -1.440], [-1.298, -1.990, -0.957], [-0.074, -3.735, 0.466], [4.055, -1.862, 0.143], [4.155, -2.191, 1.761], [4.733, 0.016, -0.736], [4.806, 1.391, 0.156], [5.757, 0.890, 2.458], [6.409, -0.528, 2.073], [2.883, -0.345, 2.579], [3.400, 1.258, 2.129], [2.599, -0.257, -0.454], [1.780, 1.931, -0.995], [2.309, 2.537, 0.538], [-0.535, 1.635, -0.033], [0.063, 3.249, 0.025], [-0.550, 1.463, 2.256], [0.988, 2.235, 2.431], [1.097, -1.702, 2.084], [-1.561, -2.653, -1.620], [-0.296, -3.499, 1.389], [-3.090, -3.136, 2.143], [-4.370, -2.787, 2.063], [-4.974, -1.844, 3.036], [-6.144, -1.529, 2.965], [-4.095, -1.300, 4.100], [-2.815, -1.648, 4.182], [-2.213, -2.595, 3.212], [-1.042, -2.901, 3.290], [-2.630, -3.818, 1.439], [-5.028, -3.167, 1.292], [-4.555, -0.609, 4.794], [-2.154, -1.261, 4.946], [-4.310, 4.633, 0.826], [-5.445, 5.092, 1.349], [-6.209, 6.184, 0.702], [-7.243, 6.604, 1.180], [-5.664, 6.750, -0.557], [-4.532, 6.294, -1.084], [-3.764, 5.198, -0.436], [-2.739, 4.784, -0.927], [-3.738, 3.840, 1.289], [-5.862, 4.694, 2.266], [-6.239, 7.546, -1.012], [-4.117, 6.691, -2.002], [3.388, -4.425, -6.540], [4.253, -3.729, -5.810], [3.793, -2.831, -4.717], [4.588, -2.196, -4.063], [2.331, -2.744, -4.472], [1.469, -3.443, -5.207], [1.926, -4.336, -6.295], [1.143, -4.976, -6.968], [3.700, -5.084, -7.341], [5.323, -3.779, -5.971], [2.012, -2.097, -3.662], [0.401, -3.394, -5.044]],
  "lowdin_charge": [0.08, -0.74, 0.07, 0.05, -0.19, -0.75, -0.23, -0.39, -0.67, 0.77, 0.87, 0.22, -0.34, -0.21, -0.21, 0.06, 0.07, 0.06, 0.07, 0.05, 0.06, 0.06, 0.08, 0.05, 0.08, 0.08, 0.09, 0.06, -0.01, 0.04, -0.09, 0.07, 0.01, 0.03, 0.02, -0.39, 0.10, 0.02, 0.03, -0.38, 0.07, 0.12, 0.12, 0.12, 0.12, -0.01, 0.02, -0.39, 0.09, 0.01, 0.02, -0.39, 0.10, 0.06, 0.12, 0.12, 0.12, 0.01, 0.02, -0.38, 0.12, 0.03, 0.02, -0.40, 0.08, 0.11, 0.12, 0.10, 0.12]
}

Record 2
{
  "formula": "C9H8N2O3",
  "method": "wB97M-V/def2-TZVPD",
  "e_lumo_ev": [6.26, 5.68],
  "spin_multiplicity": 3,
  "e_homo_ev": [2.966, -1.313],
  "homo_lumo_gap_ev": [3.30, 6.99],
  "total_charge": -2,
  "total_energy_ha": -682.82373,
  "symbols": ["C", "C", "C", "C", "C", "C", "C", "C", "C", "N", "N", "O", "O", "O", "H", "H", "H", "H", "H", "H", "H", "H"],
  "xyz": [[1.799, 2.128, 0.377], [1.858, 1.463, -0.845], [0.774, 1.634, 1.223], [1.146, 0.331, -1.132], [0.034, 0.532, 0.974], [0.078, -0.091, -0.306], [-0.319, -2.152, -2.520], [0.222, -4.293, -1.205], [-1.917, -1.506, -0.329], [0.127, -3.214, -2.238], [-0.719, -1.018, -0.865], [1.219, -4.231, -0.456], [-0.629, -1.416, -3.413], [-0.633, -5.174, -1.333], [2.448, 2.957, 0.701], [2.772, 1.499, -1.497], [0.858, 1.892, 2.285], [1.163, -0.121, -2.158], [-0.841, 0.368, 1.516], [-2.406, -0.660, 0.261], [-2.517, -1.953, -1.249], [-1.600, -2.374, 0.329]],
  "mulliken_spin": [0.35, -0.03, 0.30, 0.40, 0.16, -0.03, 0.00, -0.01, 0.00, 0.00, 0.50, 0.00, 0.00, 0.00, 0.05, 0.06, 0.16, 0.02, 0.01, 0.01, 0.00, 0.04]
}